This record from the OMol25 dataset describes an isolated molecule of C5H7N. The level of theory is ωB97M-V/def2-TZVPD.

Computed properties:
- ΔE to the lowest compared entry with this formula, charge and spin (kcal/mol) = 63.76
- energy (a.u.) = -249.371622
- spin multiplicity = 1
- gap between HOMO and LUMO (eV) = 9.3204

Each line ends with the natural charge from an NBO analysis.
Element x y z (Å)
C -0.38237 -0.86482 1.29455  -0.584
C 0.26351 1.14600 0.71398  0.110
C -0.81977 0.22051 0.22186  -0.377
C -0.50570 -0.08967 -1.23220  -0.239
C 0.73204 0.36251 -1.44104  -0.059
N 1.17397 1.00576 -0.25407  -0.597
H 0.70610 -1.00219 1.41531  0.223
H -0.74067 -0.54892 2.28206  0.230
H -0.82444 -1.81370 1.00498  0.212
H -1.87361 0.44571 0.42919  0.238
H -1.15322 -0.51205 -1.99843  0.226
H 1.37251 0.34023 -2.31588  0.215
H 2.11611 1.34382 -0.13866  0.403